Here is 16 unconnected molecules or ions with the total composition C72H172BrCl3N16O16 from the Open Molecules 2025 dataset. Energies are from ωB97M-V/def2-TZVPD.

Structure (XYZ):
```
280
Properties=species:S:1:pos:R:3:forces:R:3:lowdin_charge:R:1
C -1.862144 -6.804175 3.415357 -0.2 -1.3 0.9 -0.064
C -2.371937 -5.403231 3.571797 -0.3 0.7 -1.1 -0.163
N -1.242953 -4.510620 3.267581 -0.2 0.7 -0.6 -0.076
C -1.019274 -3.868650 2.065967 1.5 0.1 -0.2 0.001
C 0.270742 -3.399224 2.121595 0.2 -0.7 1.4 0.038
N 0.798812 -3.769931 3.384242 -1.2 0.2 0.7 -0.048
C -0.191785 -4.390899 4.084465 0.3 0.3 -1.2 -0.017
C 2.062638 -3.301974 4.000172 0.0 -0.7 0.5 0.027
H -0.920820 -6.972448 3.979745 -0.8 -0.1 0.1 0.089
H -1.585515 -7.047895 2.395939 -0.2 0.3 -0.4 0.080
H -2.672943 -7.508892 3.698679 0.8 0.2 0.1 0.105
H -2.665942 -5.048812 4.547554 -0.5 -0.7 0.5 0.117
H -3.229400 -5.247407 2.856386 1.0 0.3 0.7 0.153
H -1.700623 -3.801938 1.207589 0.0 -0.2 0.5 0.027
H 0.903326 -2.865671 1.429207 -0.1 0.1 -0.2 0.108
H -0.239324 -4.720706 5.131785 0.6 0.2 -0.8 0.140
H 1.876240 -2.502215 4.706065 -0.2 0.5 -0.3 0.065
H 2.769931 -3.025011 3.238642 0.0 0.3 -0.4 0.097
H 2.559721 -4.067580 4.615154 -0.5 -0.3 -0.5 0.107
C 5.906616 3.643249 2.340103 0.4 1.0 -1.4 -0.086
C 6.344873 4.850001 3.182383 -2.0 -0.1 -0.7 -0.168
N 7.668569 4.764006 3.696090 0.6 -0.3 -0.9 -0.053
C 8.777630 4.281896 3.021288 0.0 -0.3 0.4 0.020
C 9.798677 4.373880 3.886135 0.4 -0.2 1.2 0.021
N 9.315443 4.890004 5.069140 0.1 0.3 -1.4 -0.079
C 8.040322 5.175170 4.878488 0.0 -0.1 2.0 -0.021
C 10.060639 5.304989 6.222036 1.3 -0.2 0.5 0.029
H 6.264890 3.733557 1.297558 0.0 0.1 0.4 0.078
H 4.825731 3.608705 2.241829 -0.1 -0.1 0.2 -0.014
H 6.274198 2.691650 2.663472 0.1 -0.5 0.7 0.074
H 5.649973 4.913362 4.020552 0.2 0.1 0.2 0.129
H 6.242383 5.789150 2.625346 0.0 -0.3 0.0 0.140
H 8.785947 3.788650 2.073696 -0.4 0.2 -0.3 0.137
H 10.803807 4.041772 3.906644 0.7 -0.2 -0.6 0.142
H 7.456054 5.576914 5.706393 -0.2 0.0 -0.7 0.185
H 9.435510 5.994300 6.727852 -0.3 0.6 0.9 0.093
H 11.000777 5.790509 5.964580 -0.2 0.2 -0.4 0.121
H 10.372543 4.484470 6.860945 -0.5 -0.3 0.1 0.115
C 0.533365 5.784976 -2.617677 0.4 0.1 -0.7 -0.075
C -0.874716 5.491960 -3.079485 -1.7 -0.7 0.2 -0.167
N -1.422694 6.623999 -3.897119 0.7 -0.8 -0.6 -0.072
C -2.162935 7.664576 -3.492664 -0.9 2.4 -0.3 -0.001
C -2.360696 8.552756 -4.579621 1.2 -2.8 1.4 0.051
N -1.681410 7.936902 -5.625061 0.1 -0.4 0.1 -0.087
C -1.135516 6.776599 -5.184822 0.2 0.5 -0.6 -0.023
C -1.645809 8.478688 -6.996730 0.1 0.1 -0.8 0.019
H 1.224048 5.614427 -3.430394 0.3 -0.3 -0.4 0.058
H 0.834029 5.131567 -1.815779 -0.1 -0.1 0.4 0.067
H 0.729577 6.824651 -2.370505 -0.5 0.1 0.5 0.088
H -1.600679 5.326489 -2.227630 0.9 0.4 -0.8 0.109
H -0.971439 4.569132 -3.728557 0.4 1.0 0.8 0.086
H -2.420648 7.746586 -2.447431 -0.3 0.1 -0.1 0.138
H -2.921194 9.464811 -4.678423 0.1 0.0 0.0 0.139
H -0.480939 6.066750 -5.702430 -0.6 0.6 -0.1 0.175
H -1.776205 7.692203 -7.759023 0.1 0.1 0.6 0.106
H -0.721516 9.045252 -7.256609 -0.6 -0.4 0.7 0.117
H -2.509201 9.135716 -7.094556 0.2 0.1 0.0 0.102
C -6.375633 1.151684 0.025090 -1.1 -0.7 0.1 -0.062
C -6.209074 0.135860 -1.074406 0.7 -0.2 -1.5 -0.168
N -7.421045 -0.673813 -1.383700 0.4 1.0 0.1 -0.034
C -8.656585 -0.198568 -1.824820 0.8 0.3 0.5 0.021
C -9.470153 -1.268374 -1.930244 0.7 0.3 -0.6 0.008
N -8.699863 -2.364627 -1.630397 -1.0 -0.8 0.3 -0.085
C -7.476980 -1.991487 -1.269550 -1.2 0.0 -0.6 -0.007
C -9.285052 -3.708516 -1.609936 0.7 -0.6 0.0 0.031
H -6.476912 0.616882 0.978290 -0.1 0.5 -0.1 0.089
H -7.221129 1.826201 -0.169269 0.0 -0.4 0.2 0.088
H -5.526600 1.788459 0.017754 1.0 0.4 0.3 0.066
H -5.413272 -0.603088 -0.897494 -0.3 0.2 0.3 0.110
H -5.852658 0.646807 -1.998663 -0.7 -0.4 0.4 0.138
H -8.817364 0.852973 -2.007183 -0.1 -0.2 0.0 0.144
H -10.457310 -1.325344 -2.340661 -0.3 -0.2 0.2 0.150
H -6.716643 -2.693402 -1.025242 0.7 -0.1 0.3 0.151
H -8.567046 -4.455304 -1.258800 -0.1 0.4 0.2 0.105
H -9.554327 -4.018473 -2.602640 -0.2 0.1 -0.6 0.102
H -10.174571 -3.721363 -1.001298 -0.1 0.1 0.3 0.107
C 6.105808 -5.470669 -2.646393 -0.8 1.2 0.2 -0.117
O 6.408316 -6.737666 -3.105120 -0.1 -1.0 0.5 -0.198
C 7.770543 -6.995806 -2.883132 0.6 -0.2 -0.9 -0.219
C 7.981628 -8.433904 -3.316031 -0.2 -0.2 0.5 -0.078
N 7.428567 -8.547284 -4.701410 0.5 -1.5 -2.2 0.044
H 6.984339 -9.491789 -4.845480 0.3 1.3 0.3 0.205
H 6.763037 -7.818091 -4.987989 -0.7 0.0 1.1 0.142
C 8.344672 -8.397926 -5.920278 0.6 -0.6 0.2 -0.060
C 7.439778 -8.292728 -7.165252 0.6 -0.4 0.3 -0.206
O 6.631293 -7.160677 -6.992308 0.0 0.2 -0.1 -0.200
C 5.812944 -6.883633 -8.134307 0.7 -0.7 -0.6 -0.060
H 6.764700 -4.758105 -3.174274 -0.6 0.2 0.1 0.101
H 6.318066 -5.382100 -1.580794 0.1 0.0 0.2 0.090
H 5.014001 -5.285678 -2.769264 0.9 0.0 -0.3 0.106
H 8.141679 -6.898958 -1.862607 -0.4 0.2 0.3 0.140
H 8.317899 -6.246517 -3.504682 0.2 -0.7 0.3 0.144
H 7.350982 -9.131146 -2.705841 0.6 0.8 -0.3 0.155
H 9.045516 -8.752888 -3.203657 -0.8 0.2 -0.6 0.160
H 9.044030 -9.238115 -5.915868 -0.4 -0.2 -0.3 0.144
H 9.011396 -7.551286 -5.759212 -0.5 0.4 -0.1 0.139
H 6.812776 -9.184685 -7.302949 0.1 -0.1 0.3 0.140
H 8.060380 -8.255205 -8.066411 0.1 0.3 0.1 0.144
H 5.486923 -5.870012 -8.064008 -0.4 0.5 0.2 0.083
H 4.994974 -7.591671 -8.228808 -0.3 0.0 0.3 0.094
H 6.373681 -6.979077 -9.077589 0.2 0.1 0.4 0.106
C -2.264806 1.403310 3.099981 -0.2 -1.1 -0.6 -0.091
O -1.366015 1.204796 2.011814 0.2 0.8 0.3 -0.216
C -0.864774 2.424237 1.460162 1.0 0.2 0.6 -0.266
C -0.726757 2.293832 0.003154 1.5 -0.7 -2.1 -0.138
N 0.380385 1.327097 -0.436021 -0.1 -0.8 0.0 0.016
H 0.681646 1.536555 -1.430962 -0.5 0.0 1.0 0.032
H 1.188278 1.455921 0.234850 0.1 -0.1 -0.3 -0.042
C -0.198143 -0.086462 -0.462262 0.7 0.2 -0.3 -0.115
C 0.729534 -1.165813 -1.005990 -0.4 -0.2 3.0 -0.160
O 1.719413 -1.347634 0.055561 0.3 -0.6 -0.9 -0.246
C 3.051017 -1.015933 -0.348745 -0.4 1.3 0.2 -0.114
H -2.077731 0.496787 3.710200 -0.3 0.8 0.3 0.073
H -3.296210 1.292141 2.697900 0.4 0.4 0.5 0.090
H -2.132974 2.372267 3.629318 0.0 -0.7 -0.2 0.100
H 0.134101 2.716607 1.879787 -0.7 -0.4 0.0 0.084
H -1.517732 3.265262 1.611304 -0.5 0.3 0.2 0.016
H -0.480621 3.209206 -0.529916 -0.2 0.3 0.5 0.100
H -1.564792 1.832353 -0.471326 -1.1 0.2 -0.1 0.112
H -1.063071 0.042756 -1.089472 -0.5 -0.4 -0.2 0.104
H -0.465535 -0.405649 0.552194 -0.1 0.5 -0.3 0.123
H 1.219040 -0.954930 -1.898442 0.7 0.6 -1.8 0.086
H 0.149077 -2.097448 -1.086111 0.1 0.3 -0.2 0.103
H 3.644776 -1.770881 -0.859199 -0.5 -0.4 -0.4 0.081
H 3.599342 -0.770347 0.541378 0.1 0.1 0.6 0.057
H 3.006199 -0.061881 -0.910218 0.3 -0.6 0.0 0.080
C -0.621833 -6.267160 -2.391523 0.3 2.1 1.7 -0.129
O -1.522384 -7.226033 -2.778778 -0.8 -1.4 -1.0 -0.216
C -2.794751 -7.193602 -2.173156 -0.3 0.4 0.0 -0.210
C -3.473776 -8.449073 -2.650163 1.4 -0.4 -0.4 -0.078
N -3.306148 -8.361259 -4.141247 -1.0 0.2 -1.4 0.033
H -4.173885 -7.937412 -4.519862 0.7 0.0 0.1 0.192
H -2.494039 -7.734485 -4.433036 -1.0 -0.9 0.7 0.182
C -3.165881 -9.685695 -4.849397 1.3 0.4 1.4 -0.095
C -3.161437 -9.488957 -6.323492 0.4 1.3 -0.8 -0.179
O -2.444847 -8.273627 -6.673155 0.3 -1.3 0.0 -0.220
C -2.370303 -7.981759 -8.099091 -0.4 -1.1 0.1 -0.054
H -1.147000 -5.291198 -2.195674 0.5 -0.6 -0.4 0.016
H 0.168505 -6.126807 -3.139131 -0.3 -0.3 0.2 0.092
H -0.204085 -6.575595 -1.416129 0.3 0.2 -0.3 0.096
H -3.381346 -6.353828 -2.563649 0.2 0.3 0.2 0.106
H -2.758541 -7.076955 -1.094031 0.1 -0.2 0.2 0.130
H -4.504498 -8.555151 -2.403719 -0.9 0.3 0.1 0.134
H -3.007370 -9.376397 -2.312457 0.3 0.2 0.0 0.143
H -4.006029 -10.289024 -4.532196 0.0 -0.4 0.0 0.146
H -2.222872 -10.087000 -4.447304 -0.3 -0.1 -0.3 0.152
H -4.170209 -9.264953 -6.591934 -1.0 -0.4 -0.7 0.123
H -2.792641 -10.407987 -6.786487 0.0 0.3 -0.3 0.151
H -3.386209 -7.874407 -8.535505 0.6 0.0 0.3 0.105
H -1.802662 -8.725251 -8.714538 -0.5 0.2 0.9 0.110
H -1.817971 -7.069527 -8.123661 0.1 0.7 -0.2 0.069
C -7.559511 2.146665 7.680421 -0.4 -0.6 0.2 -0.060
O -7.421808 1.770473 9.050099 0.7 0.7 -0.8 -0.201
C -6.436937 0.806125 9.316673 -0.7 -0.7 -1.4 -0.221
C -6.906210 0.233722 10.601889 -0.3 0.5 1.1 -0.079
N -8.390897 -0.057072 10.510315 -0.1 2.5 -2.0 0.057
H -8.653145 -0.094367 11.454575 -1.1 -0.4 1.7 0.154
H -8.933889 0.780159 10.051661 1.7 -1.6 1.1 0.233
C -8.710368 -1.288260 9.792257 -1.2 -1.3 -0.3 -0.112
C -8.732000 -2.436979 10.798074 1.6 0.1 0.8 -0.133
O -7.396120 -2.368971 11.419527 -1.3 -0.7 -0.2 -0.269
C -7.071151 -3.352428 12.435277 0.0 -0.7 -1.0 -0.051
H -7.563962 1.268656 7.027047 0.1 -0.3 0.1 0.085
H -6.783307 2.814236 7.303896 -0.2 0.3 0.3 0.096
H -8.570904 2.524091 7.651446 0.0 0.8 -0.4 0.100
H -5.424229 1.133284 9.404508 0.7 0.9 0.3 0.123
H -6.377114 0.141830 8.420493 -0.3 -0.3 0.8 0.128
H -6.792921 0.995576 11.401933 -0.2 -0.3 -0.6 0.164
H -6.465590 -0.672635 10.983008 0.3 -0.2 -0.3 0.118
H -8.019619 -1.415214 8.954667 0.2 -0.1 0.4 0.136
H -9.706252 -1.200859 9.335144 0.2 0.1 0.2 0.150
H -8.862460 -3.403063 10.313234 -0.1 0.0 -0.1 0.134
H -9.536565 -2.290243 11.556968 0.5 -0.1 -0.4 0.151
H -5.984522 -3.247614 12.556284 -0.5 0.2 0.5 0.093
H -7.205157 -4.405727 12.069019 -0.2 0.9 0.2 0.105
H -7.672016 -3.196840 13.336332 0.4 0.0 0.0 0.100
C -0.414560 -5.073827 7.616365 -0.2 0.8 0.6 -0.068
O 0.304210 -3.851104 7.486533 0.5 0.8 -1.3 -0.250
C 1.388835 -3.505746 8.314266 -0.5 -0.9 0.5 -0.181
C 1.072423 -2.195026 9.006888 0.0 0.7 0.4 -0.059
N 1.161568 -0.987697 8.070673 0.6 0.0 -0.4 0.058
H 1.342462 -0.124277 8.598575 -0.3 -0.3 0.2 0.189
H 2.032097 -1.079021 7.526540 -0.4 -0.1 -0.3 0.171
C 0.005865 -0.716926 7.150715 0.6 0.0 -1.5 -0.071
C 0.411228 0.312791 6.018319 -0.4 -1.0 2.3 -0.187
O 1.516338 -0.275604 5.375516 -1.3 0.1 0.4 -0.221
C 1.994286 0.521092 4.312175 0.8 0.5 -1.2 -0.123
H -0.569878 -5.282026 8.666029 0.0 -0.3 0.4 0.098
H 0.050967 -5.950932 7.142984 -0.2 0.4 -0.1 0.105
H -1.382909 -4.736701 7.230748 0.0 -1.0 -0.2 0.097
H 2.324306 -3.386377 7.763146 0.0 -0.2 -0.3 0.130
H 1.526013 -4.344687 9.022062 0.2 0.7 0.2 0.154
H 1.818588 -1.935740 9.749913 0.1 -0.4 0.4 0.142
H 0.080270 -2.183301 9.476921 0.3 0.0 -0.2 0.150
H -0.783967 -0.371796 7.801016 -0.4 0.1 -0.1 0.134
H -0.249733 -1.654746 6.615195 0.1 0.4 0.8 0.129
H 0.643421 1.287877 6.480190 0.3 -0.1 -0.3 0.136
H -0.515793 0.454805 5.456684 0.3 -0.1 -0.6 0.113
H 2.172232 1.541640 4.641731 0.4 0.1 0.3 0.082
H 1.322321 0.660967 3.443624 0.0 -0.7 0.4 0.060
H 2.933948 0.047665 3.989170 -0.4 0.4 -0.1 0.093
C 7.045312 4.099008 -9.698354 0.2 0.5 -0.4 -0.050
O 6.878728 4.270928 -8.306438 0.1 -0.6 0.8 -0.220
C 6.159606 5.386035 -7.911399 -0.3 0.8 -0.1 -0.245
C 5.771417 5.136650 -6.478394 0.4 0.3 0.7 -0.065
N 7.143309 4.979747 -5.763952 0.6 1.0 -0.5 0.046
H 7.799895 4.766428 -6.549565 -0.4 0.1 0.5 0.172
H 7.498475 5.858677 -5.297245 -0.8 -0.7 -1.0 0.205
C 7.303843 3.916932 -4.753801 -1.2 0.4 0.5 -0.095
C 6.477194 4.309107 -3.528293 1.1 -1.0 -0.4 -0.239
O 5.133560 4.160201 -3.849706 -0.6 0.1 0.8 -0.202
C 4.266117 4.204055 -2.681714 -0.4 0.1 -1.3 -0.037
H 6.134425 3.672046 -10.141991 0.3 0.0 0.0 0.103
H 7.907223 3.442196 -9.776142 -0.1 0.0 -0.5 0.102
H 7.257128 5.084137 -10.150334 0.0 -0.5 -0.1 0.109
H 5.239181 5.539013 -8.471161 -0.1 0.0 -0.3 0.140
H 6.801116 6.295480 -8.024529 -0.6 -0.3 0.1 0.156
H 5.149941 4.224624 -6.329147 0.9 0.5 -0.1 0.145
H 5.231140 5.978730 -6.029106 0.3 -0.2 -0.1 0.139
H 8.359809 3.920423 -4.502058 0.1 -0.7 -0.1 0.148
H 6.857488 3.042233 -5.212018 0.6 -0.6 0.1 0.145
H 6.806729 5.316786 -3.299422 -0.4 0.7 0.5 0.128
H 6.801838 3.664964 -2.698957 -0.2 0.0 0.0 0.136
H 3.223768 4.120387 -3.070015 0.9 -0.5 0.4 0.089
H 4.312098 5.192518 -2.251182 0.3 0.3 0.5 0.085
H 4.552680 3.421614 -1.968214 -0.3 0.2 -0.1 0.094
C -1.576763 -0.348976 -10.884266 -2.4 -0.3 -2.1 -0.122
O -1.671522 -0.268077 -9.516444 -0.5 1.4 2.5 -0.181
C -1.601254 1.050669 -8.924304 1.8 -1.7 1.3 -0.169
C -1.951653 0.942386 -7.436660 0.2 1.0 -0.3 -0.094
N -1.019045 0.053482 -6.556355 -2.2 2.1 -0.4 0.087
H -0.576305 -0.582285 -7.187318 0.8 -0.7 -0.3 0.148
H -0.369441 0.658534 -5.985068 -0.4 -0.7 -0.4 0.085
C -1.975114 -0.679016 -5.673669 0.7 -1.8 -0.3 -0.125
C -1.259431 -1.851611 -4.996223 -0.6 1.8 1.2 -0.236
O -0.786436 -2.696793 -5.986087 -0.5 1.2 -0.2 -0.178
C -0.579758 -3.965458 -5.492241 0.1 -0.9 0.3 -0.111
H -0.659865 -0.019938 -11.293856 1.2 0.3 -0.3 0.082
H -2.419451 0.156212 -11.410192 0.5 0.5 0.5 0.110
H -1.838059 -1.360034 -11.198929 0.8 -0.3 0.4 0.101
H -2.198603 1.869358 -9.312614 -0.3 -0.3 -0.7 0.137
H -0.531864 1.343880 -8.869831 -0.3 0.3 -0.8 0.134
H -2.984895 0.650327 -7.304696 0.0 -0.6 0.1 0.122
H -1.914037 1.962661 -7.045173 0.3 -0.2 0.2 0.130
H -2.702207 -1.150559 -6.350018 0.1 0.4 0.2 0.143
H -2.443262 0.037720 -5.019309 0.0 0.1 0.3 0.123
H -1.983683 -2.290251 -4.266318 0.5 -0.2 -0.6 0.114
H -0.411523 -1.451242 -4.426110 0.0 -0.1 0.3 0.116
H 0.028232 -3.988586 -4.570660 0.2 0.1 -0.4 0.089
H -0.086021 -4.415570 -6.339376 0.1 -1.1 0.2 0.100
H -1.545165 -4.410388 -5.206567 0.2 -0.3 -0.3 0.098
C -3.305893 7.747767 6.346691 0.0 1.4 -0.4 -0.085
O -2.138458 7.975685 5.578417 0.1 -1.4 -0.8 -0.177
C -1.822545 6.683842 5.050313 1.0 -0.3 1.1 -0.229
C -0.770558 6.857278 4.004907 -0.4 3.2 0.1 -0.101
N -1.420029 7.771078 2.972993 1.1 -0.8 -0.5 -0.009
H -1.951301 7.188866 2.289092 -0.2 -0.2 0.2 -0.015
H -1.939937 8.527257 3.409817 -0.3 0.1 0.5 0.144
C -0.355544 8.401157 2.180542 1.7 1.1 0.1 -0.156
C -0.756363 9.835681 1.957606 0.0 -0.2 -1.8 -0.266
O -1.146370 10.292802 3.180492 -0.3 1.4 1.1 -0.199
C -1.478570 11.699574 3.093382 -1.2 -1.1 0.0 -0.021
H -3.520370 8.699495 6.799123 -0.4 0.2 0.3 0.102
H -3.089663 7.020688 7.094389 -0.1 -0.7 0.8 0.079
H -4.113685 7.436295 5.686290 -0.3 -0.1 0.2 0.096
H -2.724267 6.239329 4.590409 0.3 -0.2 0.4 0.132
H -1.386476 6.085851 5.906132 -0.8 0.1 -0.9 0.148
H -0.450563 6.052259 3.409513 0.4 -1.5 -0.2 0.085
H 0.096830 7.467542 4.390765 -0.9 -0.9 -0.1 0.152
H -0.083947 7.849188 1.290966 -0.5 -0.2 -0.2 0.089
H 0.521240 8.393458 2.834538 0.1 0.2 -0.3 0.124
H -1.597371 9.848515 1.264513 -0.6 -0.1 -0.2 0.128
H -0.060347 10.527032 1.444829 0.5 -0.7 0.4 0.147
H -1.906271 11.885978 2.096369 0.1 0.2 0.3 0.099
H -0.599673 12.286902 3.257040 0.4 0.5 0.2 0.094
H -2.266675 11.850148 3.833391 0.4 0.4 0.0 0.104
Cl 0.047233 1.789010 -3.694527 -0.1 -0.2 -0.2 -0.325
Cl -1.739233 5.673008 0.883261 -0.1 0.0 -0.2 -0.160
Cl 2.730394 2.172308 1.410141 0.0 -0.1 0.0 -0.169
Br -2.990231 -3.394213 -1.217355 0.0 0.1 0.1 -0.483
```
Positions in Å, forces in eV/Å.

Summary:
Charge = +8
Lowest unoccupied orbital energy = -0.400 Ha
Energy = -8877.85962 Ha
HOMO level = -0.6835 hartree